[1]
This record from OMol25 describes 2 unconnected molecules or ions with the total composition C3H7NO4 in a non-equilibrium geometry. The level of theory is ωB97M-V/def2-TZVPD.

Last columns: bonded neighbours and bond lengths (Å).
CARTESIAN COORDINATES (ANGSTROEM)
1 C 2.683 -0.134 0.023  H4 1.195, H5 1.106, H6 1.249, O12 1.343
2 C 0.580 0.309 0.259  H7 1.181, H8 1.101, O12 1.493, O13 1.385
3 C -1.742 0.533 -0.057  N11 1.372, O13 1.273, O14 1.260
4 H 2.792 0.718 -0.808  C1 1.195
5 H 3.648 -0.599 -0.255  C1 1.106
6 H 2.470 0.433 1.116  C1 1.249
7 H 0.958 1.150 -0.479  C2 1.181
8 H 0.752 0.637 1.296  C2 1.101
9 H -3.812 0.111 -0.636  N11 1.212
10 H -1.639 -2.177 -0.264  no bonds
11 N -2.745 -0.366 -0.318  C3 1.372, H9 1.212, O15 1.302
12 O 1.516 -0.770 -0.174  C1 1.343, C2 1.493
13 O -0.663 -0.134 -0.162  C2 1.385, C3 1.273
14 O -2.018 1.754 0.087  C3 1.260
15 O -2.781 -1.467 0.374  N11 1.302

=====

[2]
This record from OMol25 describes C3H7NO6 in the gas phase in a non-equilibrium geometry. The level of theory is ωB97M-V/def2-TZVPD.

Last columns: bonded neighbours and bond lengths (Å).
CARTESIAN COORDINATES (ANGSTROEM)
1 C -1.702 0.029 0.266  C2 1.504, O7 1.416, H11 1.197, H12 1.031
2 C -0.428 -0.419 -0.396  C1 1.504, C3 1.569, O8 1.429, H13 1.047
3 C 0.884 0.424 -0.229  C2 1.569, N4 1.589, O9 1.339, O10 1.381
4 N 1.160 0.483 1.335  C3 1.589, O5 1.217, O6 1.190
5 O 2.054 -0.239 1.735  N4 1.217
6 O 0.372 1.034 2.035  N4 1.190
7 O -2.893 -0.336 -0.408  C1 1.416, H14 1.032
8 O -0.130 -1.776 -0.062  C2 1.429, H15 0.969
9 O 1.924 -0.147 -0.850  C3 1.339, H16 0.977
10 O 0.605 1.684 -0.719  C3 1.381, H17 0.954
11 H -1.874 -0.417 1.363  C1 1.197
12 H -1.674 1.057 0.335  C1 1.031
13 H -0.561 -0.379 -1.434  C2 1.047
14 H -2.618 -0.883 -1.239  O7 1.032
15 H 0.794 -1.962 -0.286  O8 0.969
16 H 2.734 -0.265 -0.317  O9 0.977
17 H 1.352 2.110 -1.131  O10 0.954

Properties
SMILES   O=[N+]([O-])C(O)(O)[C@@H](O)CO

=====

[3]
This record from OMol25 describes C3H7NOS in the gas phase in a non-equilibrium geometry. The level of theory is ωB97M-V/def2-TZVPD.

Last columns: bonded neighbours and bond lengths (Å).
CARTESIAN COORDINATES (ANGSTROEM)
1 C -0.619 1.195 0.011  H4 1.100, H5 1.067, H6 1.130, N11 1.448
2 C 0.304 -1.039 -0.123  C3 1.496, N11 1.392, O12 1.199
3 C 1.630 -0.348 -0.158  C2 1.496, H8 1.115, H9 1.126, H10 1.095
4 H 0.178 1.702 -0.553  C1 1.100
5 H -0.393 1.252 1.052  C1 1.067
6 H -1.568 1.777 -0.183  C1 1.130
7 H -2.515 -0.777 1.133  S13 1.352
8 H 2.495 -1.024 0.040  C3 1.115
9 H 1.675 0.033 -1.217  C3 1.126
10 H 1.757 0.500 0.522  C3 1.095
11 N -0.784 -0.200 -0.339  C1 1.448, C2 1.392, S13 1.681
12 O 0.169 -2.222 0.019  C2 1.199
13 S -2.329 -0.848 -0.204  H7 1.352, N11 1.681

Properties
SMILES   CC(=O)N(C)S

=====

[4]
This record from OMol25 describes C3H7NOS in the gas phase in a non-equilibrium geometry. The level of theory is ωB97M-V/def2-TZVPD.

Last columns: bonded neighbours and bond lengths (Å).
CARTESIAN COORDINATES (ANGSTROEM)
1 C 1.200 -1.024 0.100  C2 1.574, C3 1.541, H7 1.109, H8 1.048
2 C 1.339 0.518 -0.183  C1 1.574, C3 1.480, H9 1.086, H10 1.058
3 C 0.333 0.045 0.794  C1 1.541, C2 1.480, S6 1.821, H11 1.059
4 N -2.054 1.359 0.305  S6 1.523, H12 1.080
5 O -1.881 -1.265 0.111  S6 1.453
6 S -1.307 0.065 0.004  C3 1.821, N4 1.523, O5 1.453, H13 1.446
7 H 0.723 -1.598 -0.720  C1 1.109
8 H 1.803 -1.594 0.741  C1 1.048
9 H 2.335 0.875 0.062  C2 1.086
10 H 1.079 0.696 -1.193  C2 1.058
11 H 0.234 0.157 1.843  C3 1.059
12 H -2.790 1.556 -0.459  N4 1.080
13 H -1.015 0.210 -1.405  S6 1.446

Properties
SMILES   N=[S@H](=O)C1CC1

=====

[5]
This record from OMol25 describes 3 unconnected molecules or ions with the total composition C3H7NOS in a non-equilibrium geometry. The level of theory is ωB97M-V/def2-TZVPD.

Last columns: bonded neighbours and bond lengths (Å).
CARTESIAN COORDINATES (ANGSTROEM)
1 C 3.598 2.545 0.868  C3 1.213, H7 1.036
2 C -0.528 -0.163 -0.415  S6 1.650, H9 1.058, H10 1.049
3 C 3.131 3.260 0.006  C1 1.213, H11 1.133
4 N -3.336 -2.728 0.073  H8 1.022, H12 0.990, H13 1.077
5 O 1.885 0.209 -1.238  S6 1.442
6 S 0.649 -0.474 -1.530  C2 1.650, O5 1.442
7 H 3.814 1.857 1.612  C1 1.036
8 H -4.318 -3.012 0.094  N4 1.022
9 H -0.200 0.475 0.362  C2 1.058
10 H -1.485 -0.575 -0.532  C2 1.049
11 H 2.805 4.209 -0.520  C3 1.133
12 H -3.290 -2.058 0.800  N4 0.990
13 H -2.725 -3.544 0.419  N4 1.077

=====

[6]
This record from OMol25 describes 2 unconnected molecules or ions with the total composition C3H7NOS in a non-equilibrium geometry. The level of theory is ωB97M-V/def2-TZVPD.

Last columns: bonded neighbours and bond lengths (Å).
CARTESIAN COORDINATES (ANGSTROEM)
1 C -2.857 3.239 0.290  N4 1.154, H7 1.034
2 C 1.443 -2.034 -0.836  C3 1.523, H9 1.047, H10 1.008, H11 1.160
3 C 0.588 -1.132 0.043  C2 1.523, S6 1.865, H12 1.075, H13 1.124
4 N -2.447 2.422 -0.414  C1 1.154
5 O 0.322 1.137 1.282  S6 1.668, H8 0.947
6 S 1.546 0.429 0.398  C3 1.865, O5 1.668
7 H -3.359 3.881 0.927  C1 1.034
8 H -0.419 1.134 0.692  O5 0.947
9 H 1.224 -3.047 -0.689  C2 1.047
10 H 1.508 -1.786 -1.811  C2 1.008
11 H 2.497 -1.803 -0.410  C2 1.160
12 H 0.332 -1.660 0.943  C3 1.075
13 H -0.377 -0.780 -0.414  C3 1.124

Properties
SMILES   CCSO.C#N

=====

So what do the calculations give for gap between HOMO and LUMO? Going down the list: 8.6; 10.3; 10.1; 10.3; 9.6; 9.3 eV.
So what do the calculations give for ΔE to the lowest compared entry with this formula, charge and spin? Going down the list: 864.41; 365.94; 108.55; 424.04; 463.90; 253.81 kJ/mol.